# 1
# C35H17BF15GeN9OS2W

A molecular structure, C35H17BF15GeN9OS2W at a distorted geometry (wB97M-V/def2-TZVPD, the Open Molecules 2025 dataset).

Each line ends with the Mulliken charge.
Geometry (Å):
W -10.86 -0.71 19.42  -0.265
C -7.69 -0.95 16.48  -1.314
C -8.97 -0.80 16.95  -0.120
N -9.06 -0.77 18.28  0.409
N -7.75 -1.02 18.74  0.457
C -6.94 -1.11 17.67  -0.337
B -7.53 -0.73 20.20  -0.005
N -8.37 -1.67 21.04  0.028
C -8.04 -2.62 21.94  -0.165
C -9.23 -3.22 22.38  -1.575
C -10.30 -2.53 21.74  -0.390
N -9.75 -1.78 20.79  0.480
N -8.14 0.70 20.45  -0.210
C -7.50 1.75 21.02  -0.283
C -8.46 2.62 21.57  -1.043
C -9.69 2.05 21.27  -0.255
N -9.50 0.91 20.52  0.478
H -7.33 -0.80 15.45  0.438
H -9.94 -0.72 16.38  0.407
H -5.89 -1.27 17.86  0.516
H -6.36 -0.64 20.42  -0.110
H -6.98 -2.68 22.21  0.499
H -9.30 -4.00 23.10  0.545
H -11.36 -2.83 21.81  0.715
H -6.44 1.83 21.16  0.447
H -8.31 3.53 22.16  0.414
H -10.62 2.42 21.66  0.468
N -13.85 2.41 18.57  -0.385
C -13.00 1.44 18.94  0.928
S -11.50 1.36 18.09  -0.571
N -13.40 0.48 19.79  -1.003
N -12.40 0.08 20.67  0.794
C -12.52 0.19 22.01  -0.173
C -13.53 0.98 22.74  -0.015
C -14.62 0.34 23.38  -0.506
C -15.58 0.97 24.16  -0.652
C -15.55 2.32 24.38  -0.293
C -14.60 3.04 23.65  -0.537
C -13.65 2.43 22.71  0.411
O -12.96 3.09 21.86  -0.833
H -13.53 3.01 17.80  0.206
H -14.71 2.59 19.09  0.268
H -11.70 -0.33 22.61  0.321
H -14.66 -0.77 23.29  0.311
H -16.43 0.39 24.39  0.337
H -16.26 2.79 25.04  0.394
H -14.57 4.14 23.70  0.348
F -9.98 -6.15 15.59  -0.305
C -9.09 -5.72 16.49  0.517
C -9.53 -5.02 17.62  -0.189
C -8.50 -4.54 18.46  0.567
F -8.84 -4.07 19.67  0.012
C -7.16 -4.78 18.22  -0.154
F -6.18 -4.49 19.15  -0.357
C -6.78 -5.49 17.09  0.652
F -5.47 -5.73 16.78  -0.308
C -7.75 -6.01 16.26  0.105
F -7.31 -6.73 15.18  -0.297
Ge -11.49 -4.71 18.06  0.948
S -11.91 -2.35 18.37  -0.001
C -12.77 -4.84 16.58  0.406
C -14.17 -5.16 16.85  -0.152
F -14.59 -5.38 18.19  -0.291
C -15.13 -5.15 15.87  0.075
F -16.45 -5.41 16.15  -0.288
C -14.78 -4.85 14.53  0.587
F -15.79 -4.52 13.69  -0.251
C -13.44 -4.61 14.21  -0.027
F -13.13 -4.12 12.98  -0.267
C -12.46 -4.60 15.27  0.107
F -11.25 -4.20 14.86  -0.343
C -12.13 -6.15 19.27  -0.364
C -12.61 -5.91 20.57  0.148
F -12.98 -4.66 20.99  -0.314
C -12.74 -6.97 21.50  0.092
F -13.06 -6.85 22.80  -0.296
C -12.48 -8.26 21.09  0.707
F -12.31 -9.12 22.13  -0.266
C -12.18 -8.57 19.76  0.044
F -11.73 -9.83 19.39  -0.276
C -11.98 -7.54 18.90  0.476
F -11.64 -7.78 17.62  -0.276

The HOMO energy (spin up / spin down) comes out at -6.07 / -6.06 eV. The calculated total energy is -6375.09445 Ha. The gap between HOMO and LUMO (spin up / spin down) is 4.22 / 4.23 eV. The calculation puts the energy relative to the best compared isomer or geometry (same formula, charge and spin) at 140.8 kJ/mol. As for the spin multiplicity: 3. As for the expectation value of S²: 2.030.



# 2
# C35H18Cl5N4O10S4Y

A molecular structure, C35H18Cl5N4O10S4Y (wB97M-V/def2-TZVPD, the Open Molecules 2025 dataset).

Each line ends with the Mulliken charge.
Geometry (Å):
Y 0.28 -1.02 0.00  0.121
O 2.86 4.13 5.06  -0.742
C 2.39 4.53 3.98  0.552
O 2.29 5.68 3.51  -0.737
C 1.93 3.39 3.02  -1.021
C 1.93 2.07 3.41  -1.185
C 1.50 1.08 2.54  0.756
N 1.10 1.32 1.28  0.958
C 1.16 2.62 0.87  0.218
C 1.54 3.65 1.72  -0.923
C 0.89 3.05 -0.54  0.552
C 0.05 4.14 -0.79  -0.635
C -0.13 4.56 -2.09  -0.576
C 0.54 3.90 -3.11  -0.726
C 1.38 2.85 -2.77  -0.371
N 1.56 2.45 -1.51  0.001
C 1.60 -0.32 3.04  0.460
C 1.53 -0.57 4.40  -0.870
C 1.80 -1.84 4.87  -0.765
C 2.14 -2.83 3.95  -0.867
C 2.09 -2.52 2.61  0.087
N 1.82 -1.29 2.15  0.274
H 2.31 1.84 4.39  0.793
H 1.58 4.67 1.37  0.673
H -0.47 4.62 0.03  0.472
H -0.80 5.38 -2.31  0.401
H 0.42 4.18 -4.15  0.412
H 1.92 2.30 -3.52  0.421
H 1.25 0.22 5.08  0.598
H 1.75 -2.06 5.92  0.365
H 2.35 -3.84 4.26  0.447
H 2.24 -3.29 1.86  0.141
O -0.30 -3.05 1.02  -0.394
S -1.17 -2.73 2.18  1.600
O -0.91 -3.50 3.37  -0.661
O -1.13 -1.28 2.35  -0.514
C -2.78 -3.35 1.63  -0.341
C -3.51 -4.06 2.58  -0.546
C -4.68 -4.71 2.23  -0.568
C -5.12 -4.68 0.92  -0.571
C -4.41 -3.97 -0.03  -0.523
C -3.25 -3.30 0.32  -0.341
S -2.52 -2.21 -0.91  1.598
O -1.27 -2.75 -1.43  -0.480
O -3.55 -1.98 -1.88  -0.676
O -2.18 -1.07 -0.03  -0.446
H -3.12 -4.11 3.59  0.496
H -5.24 -5.25 2.99  0.367
H -6.03 -5.20 0.64  0.368
H -4.76 -3.89 -1.05  0.495
Cl -2.00 1.78 -0.06  -0.146
C -1.67 1.17 -1.67  0.911
C -0.66 0.23 -1.84  -0.260
C -0.52 -0.25 -3.12  0.937
Cl 0.72 -1.45 -3.41  -0.166
C -1.31 0.15 -4.20  -0.117
Cl -1.08 -0.51 -5.78  -0.233
C -2.30 1.09 -3.98  0.312
Cl -3.29 1.64 -5.30  -0.256
C -2.50 1.61 -2.70  -0.439
Cl -3.74 2.79 -2.43  -0.234
O 2.52 -4.83 0.34  -0.708
S 2.79 -4.07 -0.85  0.935
O 2.39 -4.64 -2.11  -0.690
N 2.30 -2.51 -0.72  0.042
C 3.30 -1.65 -0.88  1.129
S 3.03 -0.02 -0.92  -0.567
C 4.64 -2.30 -0.96  -0.012
C 5.90 -1.71 -1.03  -0.627
C 7.01 -2.55 -1.08  -0.609
C 6.87 -3.93 -1.05  -0.457
C 5.61 -4.52 -0.98  -0.777
C 4.52 -3.67 -0.93  0.204
H 5.98 -0.64 -1.04  0.479
H 8.00 -2.11 -1.13  0.377
H 7.75 -4.56 -1.09  0.377
H 5.49 -5.60 -0.95  0.445

The charge is -2. The HOMO energy comes out at -3.87 eV. The calculated total energy is -6248.40280 Ha. The gap between HOMO and LUMO is 7.68 eV. The calculation puts the energy relative to the best compared isomer or geometry (same formula, charge and spin) at 195.6 kJ/mol.



# 3
# C35H19F15GeN3O3SV

A molecular structure, C35H19F15GeN3O3SV at a distorted geometry (wB97M-V/def2-TZVPD, the Open Molecules 2025 dataset).

Each line ends with the Mulliken charge.
Geometry (Å):
V 0.01 1.98 0.14  0.292
O -2.29 -1.61 0.90  -0.422
C -2.29 -1.65 2.23  0.367
C -2.99 -2.67 2.84  -0.459
C -2.96 -2.80 4.20  -0.560
C -2.25 -1.88 4.94  -0.811
C -1.53 -0.88 4.39  -0.723
C -1.60 -0.67 3.01  0.340
C -0.92 0.48 2.34  0.138
O -0.82 0.47 1.01  1.795
N -0.32 1.35 3.12  -0.978
N 0.24 2.26 2.24  0.700
C 1.03 3.19 2.61  -0.332
C 1.58 3.96 1.50  0.878
C 2.29 5.17 1.81  -1.043
C 2.95 5.74 0.74  -0.177
C 3.04 5.08 -0.52  -0.888
C 2.27 3.90 -0.72  -0.142
N 1.54 3.41 0.31  0.243
H -1.93 -0.83 0.45  -0.101
H -3.49 -3.43 2.22  0.452
H -3.58 -3.55 4.68  0.469
H -2.24 -1.94 5.99  0.484
H -0.94 -0.24 5.06  0.435
H 1.22 3.51 3.65  0.388
H 2.22 5.71 2.76  0.402
H 3.32 6.73 0.83  0.461
H 3.45 5.73 -1.33  0.338
H 2.27 3.33 -1.64  0.588
F 1.00 -4.08 -2.83  -0.352
C -0.18 -3.43 -2.87  0.303
C -0.31 -2.24 -2.21  -0.027
C -1.56 -1.66 -2.24  -0.112
F -1.83 -0.50 -1.56  -0.185
C -2.53 -2.05 -3.08  0.203
F -3.66 -1.41 -3.08  -0.301
C -2.43 -3.28 -3.75  0.123
F -3.37 -3.85 -4.48  -0.268
C -1.17 -3.93 -3.70  0.356
F -0.84 -4.92 -4.52  -0.279
Ge 1.21 -1.30 -1.25  1.095
S 0.95 0.95 -1.56  -0.723
C 3.03 -1.75 -2.01  0.274
C 3.92 -2.45 -1.19  -0.216
F 3.87 -2.30 0.12  -0.287
C 5.01 -3.14 -1.70  -0.074
F 5.91 -3.60 -0.81  -0.284
C 5.10 -3.34 -3.07  0.651
F 6.14 -4.03 -3.55  -0.283
C 4.15 -2.83 -3.88  0.587
F 4.17 -3.26 -5.11  -0.272
C 3.20 -1.99 -3.39  0.114
F 2.28 -1.57 -4.24  -0.390
C 1.07 -1.84 0.61  0.100
C 0.49 -3.09 0.97  0.729
F -0.06 -3.88 0.10  -0.304
C 0.39 -3.48 2.29  0.059
F -0.25 -4.61 2.69  -0.373
C 0.83 -2.60 3.26  0.719
F 0.65 -2.95 4.54  -0.424
C 1.50 -1.39 2.97  0.309
F 1.92 -0.62 3.95  -0.384
C 1.62 -1.03 1.62  0.088
F 2.30 0.16 1.39  -0.682
C -2.76 4.78 -0.89  -1.713
C -2.51 3.26 -1.11  1.348
C -3.61 2.42 -0.49  -1.325
C -2.38 2.99 -2.60  -1.367
O -1.25 2.88 -0.53  -0.733
H -3.84 4.89 -0.88  0.435
H -2.42 5.35 -1.73  0.429
H -2.48 5.31 0.04  0.357
H -4.58 2.82 -0.88  0.556
H -3.54 2.56 0.56  0.390
H -3.40 1.43 -0.80  0.067
H -3.26 3.39 -3.07  0.522
H -2.24 1.92 -2.72  0.090
H -1.48 3.43 -3.08  0.319

The charge is +1. The HOMO energy (spin up / spin down) comes out at -10.93 / -10.93 eV. The calculated total energy is -6651.97467 Ha. The gap between HOMO and LUMO (spin up / spin down) is 6.09 / 6.22 eV. The calculation puts the energy relative to the best compared isomer or geometry (same formula, charge and spin) at 112.7 kJ/mol. As for the spin multiplicity: 2. As for the expectation value of S²: 0.763.



Repeat the second record exactly.
# C35H18Cl5N4O10S4Y

A molecular structure, C35H18Cl5N4O10S4Y (wB97M-V/def2-TZVPD, the Open Molecules 2025 dataset).

Each line ends with the Mulliken charge.
Geometry (Å):
Y 0.28 -1.02 0.00  0.121
O 2.86 4.13 5.06  -0.742
C 2.39 4.53 3.98  0.552
O 2.29 5.68 3.51  -0.737
C 1.93 3.39 3.02  -1.021
C 1.93 2.07 3.41  -1.185
C 1.50 1.08 2.54  0.756
N 1.10 1.32 1.28  0.958
C 1.16 2.62 0.87  0.218
C 1.54 3.65 1.72  -0.923
C 0.89 3.05 -0.54  0.552
C 0.05 4.14 -0.79  -0.635
C -0.13 4.56 -2.09  -0.576
C 0.54 3.90 -3.11  -0.726
C 1.38 2.85 -2.77  -0.371
N 1.56 2.45 -1.51  0.001
C 1.60 -0.32 3.04  0.460
C 1.53 -0.57 4.40  -0.870
C 1.80 -1.84 4.87  -0.765
C 2.14 -2.83 3.95  -0.867
C 2.09 -2.52 2.61  0.087
N 1.82 -1.29 2.15  0.274
H 2.31 1.84 4.39  0.793
H 1.58 4.67 1.37  0.673
H -0.47 4.62 0.03  0.472
H -0.80 5.38 -2.31  0.401
H 0.42 4.18 -4.15  0.412
H 1.92 2.30 -3.52  0.421
H 1.25 0.22 5.08  0.598
H 1.75 -2.06 5.92  0.365
H 2.35 -3.84 4.26  0.447
H 2.24 -3.29 1.86  0.141
O -0.30 -3.05 1.02  -0.394
S -1.17 -2.73 2.18  1.600
O -0.91 -3.50 3.37  -0.661
O -1.13 -1.28 2.35  -0.514
C -2.78 -3.35 1.63  -0.341
C -3.51 -4.06 2.58  -0.546
C -4.68 -4.71 2.23  -0.568
C -5.12 -4.68 0.92  -0.571
C -4.41 -3.97 -0.03  -0.523
C -3.25 -3.30 0.32  -0.341
S -2.52 -2.21 -0.91  1.598
O -1.27 -2.75 -1.43  -0.480
O -3.55 -1.98 -1.88  -0.676
O -2.18 -1.07 -0.03  -0.446
H -3.12 -4.11 3.59  0.496
H -5.24 -5.25 2.99  0.367
H -6.03 -5.20 0.64  0.368
H -4.76 -3.89 -1.05  0.495
Cl -2.00 1.78 -0.06  -0.146
C -1.67 1.17 -1.67  0.911
C -0.66 0.23 -1.84  -0.260
C -0.52 -0.25 -3.12  0.937
Cl 0.72 -1.45 -3.41  -0.166
C -1.31 0.15 -4.20  -0.117
Cl -1.08 -0.51 -5.78  -0.233
C -2.30 1.09 -3.98  0.312
Cl -3.29 1.64 -5.30  -0.256
C -2.50 1.61 -2.70  -0.439
Cl -3.74 2.79 -2.43  -0.234
O 2.52 -4.83 0.34  -0.708
S 2.79 -4.07 -0.85  0.935
O 2.39 -4.64 -2.11  -0.690
N 2.30 -2.51 -0.72  0.042
C 3.30 -1.65 -0.88  1.129
S 3.03 -0.02 -0.92  -0.567
C 4.64 -2.30 -0.96  -0.012
C 5.90 -1.71 -1.03  -0.627
C 7.01 -2.55 -1.08  -0.609
C 6.87 -3.93 -1.05  -0.457
C 5.61 -4.52 -0.98  -0.777
C 4.52 -3.67 -0.93  0.204
H 5.98 -0.64 -1.04  0.479
H 8.00 -2.11 -1.13  0.377
H 7.75 -4.56 -1.09  0.377
H 5.49 -5.60 -0.95  0.445

The charge is -2. The HOMO energy comes out at -3.87 eV. The calculated total energy is -6248.40280 Ha. The gap between HOMO and LUMO is 7.68 eV. The calculation puts the energy relative to the best compared isomer or geometry (same formula, charge and spin) at 195.6 kJ/mol.



Which of these has the lowest calculated total energy? C35H19F15GeN3O3SV